#A
Formula: C2H5N4
Source: the OMol25 dataset
Level of theory: ωB97M-V with the def2-TZVPD basis set

Values from the calculation:
Kohn-Sham gap (spin up / spin down): 7.24 / 9.09 eV
HOMO level (spin up / spin down): -15.26 / -15.35 eV
charge: +1
spin multiplicity: 1

Last columns: bonded neighbours and bond lengths (Å).
Positions of all 11 atoms, in Å:
1 C 1.888 0.505 1.122  C2 1.421, N3 1.258, H7 1.018
2 C 0.863 -0.299 0.555  C1 1.421, N5 1.327, H8 1.023
3 N 1.879 1.758 1.019  C1 1.258
4 N -0.265 1.641 -0.059  N5 1.286, H9 1.051
5 N -0.149 0.362 0.008  C2 1.327, N4 1.286, N6 1.348
6 N -1.055 -0.249 -0.781  N5 1.348, H10 0.957, H11 1.063
7 H 2.497 -0.072 1.699  C1 1.018
8 H 0.864 -1.308 0.722  C2 1.023
9 H 0.351 2.305 0.474  N4 1.051
10 H -1.939 0.109 -0.857  N6 0.957
11 H -0.965 -1.236 -1.166  N6 1.063

#B
Formula: C2H5N4
Source: the OMol25 dataset
Level of theory: ωB97M-V with the def2-TZVPD basis set

Values from the calculation:
Kohn-Sham gap: 8.62 eV
HOMO level: -13.96 eV
charge: +1
spin multiplicity: 1
SMILES: NC1=NNC1=[NH2+]

Last columns: bonded neighbours and bond lengths (Å).
Positions of all 11 atoms, in Å:
1 N 0.502 -1.851 0.766  C2 1.288, H7 1.075, H8 0.960
2 C 0.854 -0.639 0.510  N1 1.288, N3 1.341, C5 1.491
3 N 2.088 -0.120 0.590  C2 1.341, N4 1.612
4 N 1.406 1.236 0.050  N3 1.612, C5 1.313, H9 1.020
5 C 0.260 0.606 -0.058  C2 1.491, N4 1.313, N6 1.371
6 N -0.818 1.111 -0.738  C5 1.371, H10 0.970, H11 1.010
7 H -0.472 -2.302 0.709  N1 1.075
8 H 1.164 -2.545 0.808  N1 0.960
9 H 1.787 2.068 -0.400  N4 1.020
10 H -1.718 0.748 -0.729  N6 0.970
11 H -0.756 1.861 -1.411  N6 1.010

#C
Formula: C2H5N4
Source: the OMol25 dataset
Level of theory: ωB97M-V with the def2-TZVPD basis set

Values from the calculation:
Kohn-Sham gap: 10.66 eV
HOMO level: -15.54 eV
charge: +1
spin multiplicity: 1
SMILES: N#C/[N+](N)=C/N

Last columns: bonded neighbours and bond lengths (Å).
Positions of all 11 atoms, in Å:
1 N -2.105 0.120 -2.907  C2 1.130
2 C -1.378 0.102 -2.042  N1 1.130, N3 1.331
3 N -0.611 0.029 -0.956  C2 1.331, N4 1.436, C5 1.322
4 N 0.803 0.133 -1.185  N3 1.436, H7 1.004, H8 1.018
5 C -1.025 -0.083 0.295  N3 1.322, N6 1.289, H9 1.068
6 N -0.206 -0.064 1.290  C5 1.289, H10 1.004, H11 1.014
7 H 1.186 -0.790 -1.088  N4 1.004
8 H 0.971 0.475 -2.128  N4 1.018
9 H -2.062 -0.332 0.232  C5 1.068
10 H -0.544 -0.446 2.155  N6 1.004
11 H 0.691 0.214 0.907  N6 1.014

Computed relative energies in units of eV: #A 4.652; #B 0.562; #C 0.000

#A
Formula: C5H14
Source: the OMol25 dataset
Level of theory: ωB97M-V with the def2-TZVPD basis set

Values from the calculation:
Kohn-Sham gap (spin up / spin down): 2.80 / 11.22 eV
HOMO level (spin up / spin down): 1.43 / -7.08 eV
charge: -1
spin multiplicity: 2

Last columns: bonded neighbours and bond lengths (Å).
Positions of all 19 atoms, in Å:
1 C 1.495 0.258 0.805  C2 1.600, H3 1.134, H4 1.090, H5 1.190
2 C 3.018 -0.101 1.141  C1 1.600, H6 1.132, H7 1.183, H8 1.015
3 H 0.970 -0.392 1.571  C1 1.134
4 H 1.438 1.345 0.863  C1 1.090
5 H 1.306 0.221 -0.369  C1 1.190
6 H 3.610 0.296 0.261  C2 1.132
7 H 3.220 -1.265 1.201  C2 1.183
8 H 3.179 0.246 2.081  C2 1.015
9 C -1.902 -0.029 -1.159  C10 1.527, C11 1.556, H12 1.061, H13 1.104
10 C -0.991 -1.203 -0.810  C9 1.527, H14 1.054, H15 1.151, H18 1.117
11 C -1.848 1.108 -0.097  C9 1.556, H16 1.111, H17 1.067, H19 1.117
12 H -1.598 0.334 -2.108  C9 1.061
13 H -2.933 -0.422 -1.194  C9 1.104
14 H -0.686 -1.313 0.192  C10 1.054
15 H -0.053 -1.357 -1.459  C10 1.151
16 H -2.486 0.918 0.792  C11 1.111
17 H -0.895 1.310 0.340  C11 1.067
18 H -1.509 -2.188 -0.907  C10 1.117
19 H -2.194 2.069 -0.549  C11 1.117

#B
Formula: C5H14
Source: the OMol25 dataset
Level of theory: ωB97M-V with the def2-TZVPD basis set

Values from the calculation:
Kohn-Sham gap (spin up / spin down): 2.71 / 11.86 eV
HOMO level (spin up / spin down): 1.53 / -7.57 eV
charge: -1
spin multiplicity: 2

Last columns: bonded neighbours and bond lengths (Å).
Positions of all 19 atoms, in Å:
1 C -0.217 -2.321 0.019  C2 1.539, C3 1.544, H4 1.073, H5 1.098
2 C -1.059 -1.257 -0.707  C1 1.539, H6 1.096, H9 1.090, H10 1.091
3 C -0.573 -2.393 1.520  C1 1.544, H7 1.098, H8 1.080, H11 1.088
4 H -0.138 -3.300 -0.414  C1 1.073
5 H 0.795 -1.916 -0.112  C1 1.098
6 H -1.958 -1.698 -1.153  C2 1.096
7 H -0.484 -3.438 1.848  C3 1.098
8 H 0.096 -1.759 2.084  C3 1.080
9 H -0.520 -0.708 -1.479  C2 1.090
10 H -1.453 -0.541 0.016  C2 1.091
11 H -1.644 -2.238 1.632  C3 1.088
12 C 0.800 3.433 -0.942  C13 1.568, H14 1.090, H15 1.074, H16 1.087
13 C 1.066 2.293 0.101  C12 1.568, H17 1.101, H18 1.085, H19 1.088
14 H -0.152 3.201 -1.421  C12 1.090
15 H 0.743 4.318 -0.336  C12 1.074
16 H 1.549 3.376 -1.727  C12 1.087
17 H 0.941 2.693 1.119  C13 1.101
18 H 2.051 1.839 0.081  C13 1.085
19 H 0.246 1.578 0.132  C13 1.088

Computed relative energies in units of eV: #A 0.739; #B 0.000

#A
Formula: C7H12N
Source: the OMol25 dataset
Level of theory: ωB97M-V with the def2-TZVPD basis set

Values from the calculation:
Kohn-Sham gap: 5.73 eV
HOMO level: -12.42 eV
charge: +1
spin multiplicity: 1

Last columns: bonded neighbours and bond lengths (Å).
Positions of all 20 atoms, in Å:
1 C 2.383 -1.244 0.098  C3 1.512, C4 1.476, H9 1.073, H10 1.020
2 C 0.504 -0.333 1.837  C3 1.350, H11 1.154, H12 1.095
3 C 1.061 -0.860 0.725  C1 1.512, C2 1.350, C4 1.396
4 C 1.109 -1.945 -0.152  C1 1.476, C3 1.396, C7 1.447
5 C -1.976 2.602 -1.066  C6 1.453, N8 1.471, H13 1.093, H14 1.041
6 C -1.767 2.176 0.308  C5 1.453, N8 1.452, H15 1.084, H19 1.090
7 C 0.469 -3.051 -0.832  C4 1.447, H16 1.065, H17 1.106, H18 1.190
8 N -0.614 2.424 -0.539  C5 1.471, C6 1.452, H20 1.021
9 H 2.705 -0.584 -0.685  C1 1.073
10 H 3.138 -1.701 0.610  C1 1.020
11 H 1.082 0.373 2.544  C2 1.154
12 H -0.473 -0.697 2.169  C2 1.095
13 H -2.478 1.850 -1.680  C5 1.093
14 H -2.309 3.572 -1.245  C5 1.041
15 H -1.986 2.836 1.139  C6 1.084
16 H -0.564 -3.213 -0.631  C7 1.065
17 H 1.073 -3.975 -0.765  C7 1.106
18 H 0.741 -2.721 -1.943  C7 1.190
19 H -1.867 1.122 0.566  C6 1.090
20 H -0.230 3.367 -0.456  N8 1.021

#B
Formula: C7H12N
Source: the OMol25 dataset
Level of theory: ωB97M-V with the def2-TZVPD basis set

Values from the calculation:
Kohn-Sham gap: 8.13 eV
HOMO level: -12.85 eV
charge: +1
spin multiplicity: 1

Last columns: bonded neighbours and bond lengths (Å).
Positions of all 20 atoms, in Å:
1 C 1.929 -1.308 0.110  C3 1.346, N8 1.262, H9 1.183
2 C -0.794 -1.063 0.462  C4 1.513, C5 1.513
3 C 2.647 -0.176 0.225  C1 1.346, N8 1.410, H10 1.113, H11 1.073
4 C -0.060 0.179 0.007  C2 1.513, C6 1.563, C7 1.546, N8 1.377
5 C -2.289 -1.030 0.234  C2 1.513, H12 1.062, H13 1.136, H14 1.010
6 C -0.234 0.568 -1.497  C4 1.563, H15 1.073, H16 1.032, H17 1.039
7 C -0.249 1.306 1.049  C4 1.546, H18 1.067, H19 1.144, H20 1.111
8 N 1.241 -0.250 0.147  C1 1.262, C3 1.410, C4 1.377
9 H 1.512 -2.355 -0.248  C1 1.183
10 H 3.168 0.039 -0.734  C3 1.113
11 H 2.995 0.284 1.130  C3 1.073
12 H -2.596 -1.712 -0.521  C5 1.062
13 H -2.677 0.037 0.218  C5 1.136
14 H -2.793 -1.474 0.989  C5 1.010
15 H -1.303 0.645 -1.550  C6 1.073
16 H 0.173 -0.082 -2.188  C6 1.032
17 H 0.153 1.521 -1.643  C6 1.039
18 H -0.554 0.934 2.001  C7 1.067
19 H -1.009 2.134 0.835  C7 1.144
20 H 0.742 1.801 0.972  C7 1.111

Computed relative energies in units of eV: #A 0.000; #B 2.049

#A
Formula: C4H11N2S
Source: the OMol25 dataset
Level of theory: ωB97M-V with the def2-TZVPD basis set

Values from the calculation:
Kohn-Sham gap (spin up / spin down): 5.50 / 6.81 eV
HOMO level (spin up / spin down): -9.83 / -13.27 eV
charge: +1
spin multiplicity: 3

Last columns: bonded neighbours and bond lengths (Å).
Positions of all 18 atoms, in Å:
1 C -1.658 0.237 -0.161  C3 1.478, N5 1.277, H8 1.182
2 C -0.589 2.351 -1.168  C3 1.540, H9 1.118, H10 1.025, H11 1.023
3 C -1.078 1.577 0.070  C1 1.478, C2 1.540, H12 1.125, H13 1.068
4 C 1.611 -1.801 0.534  N6 1.342, S7 1.669, H14 1.099
5 N -1.458 -0.726 0.653  C1 1.277, H16 1.089, H18 1.008
6 N 2.771 -2.439 0.315  C4 1.342, H15 1.059, H17 1.067
7 S 1.225 -1.196 2.040  C4 1.669
8 H -2.187 0.069 -1.205  C1 1.182
9 H 0.305 1.932 -1.692  C2 1.118
10 H -1.206 2.414 -1.983  C2 1.025
11 H -0.218 3.239 -0.821  C2 1.023
12 H -1.915 2.285 0.326  C3 1.125
13 H -0.328 1.631 0.828  C3 1.068
14 H 1.053 -1.415 -0.330  C4 1.099
15 H 2.768 -3.147 -0.471  N6 1.059
16 H -0.747 -0.639 1.474  N5 1.089
17 H 3.405 -2.701 1.132  N6 1.067
18 H -1.754 -1.670 0.458  N5 1.008

#B
Formula: C4H11N2S
Source: the OMol25 dataset
Level of theory: ωB97M-V with the def2-TZVPD basis set

Values from the calculation:
Kohn-Sham gap (spin up / spin down): 5.30 / 9.14 eV
HOMO level (spin up / spin down): -8.81 / -14.15 eV
charge: +1
spin multiplicity: 3

Last columns: bonded neighbours and bond lengths (Å).
Positions of all 18 atoms, in Å:
1 C 3.837 -1.079 -0.038  C2 1.371, H8 1.131, H9 1.079
2 C 2.797 -0.501 0.645  C1 1.371, S7 1.769, H10 1.027
3 C -1.707 -0.877 0.407  C4 1.492, H11 1.101, H12 1.096, H13 1.076
4 C -1.948 0.409 -0.310  C3 1.492, N5 1.371, N6 1.285
5 N -3.157 0.840 -0.794  C4 1.371, H14 1.012, H15 1.028
6 N -0.981 1.209 -0.589  C4 1.285, H17 1.081, H18 0.976
7 S 2.094 1.033 0.117  C2 1.769, H16 1.341
8 H 4.369 -1.847 0.599  C1 1.131
9 H 4.321 -0.788 -0.957  C1 1.079
10 H 2.279 -1.007 1.373  C2 1.027
11 H -1.078 -1.659 -0.045  C3 1.101
12 H -1.280 -0.647 1.390  C3 1.096
13 H -2.660 -1.186 0.802  C3 1.076
14 H -3.987 0.273 -0.683  N5 1.012
15 H -3.245 1.623 -1.454  N5 1.028
16 H 1.249 1.240 1.137  S7 1.341
17 H 0.057 0.914 -0.517  N6 1.081
18 H -0.958 2.050 -1.082  N6 0.976

Computed relative energies in units of eV: #A 0.000; #B 0.318